1.
The following is a DFT calculation (ωB97M-V/def2-TZVPD) of C6H13N2O as an isolated structure in a non-equilibrium geometry.

Output
LUMO ... -3.568 eV
Total charge ... +1
Energy relative to the best compared isomer or geometry (same formula, charge and spin) ... 117.2 kcal/mol
Orbital gap ... 0.356 hartree

Each line ends with the natural charge from an NBO analysis.
Atoms and positions in Å:
C (0.34009, 1.84916, -0.45203)  -0.07
C (-0.08165, 0.72569, 0.09973)  -0.13
C (-0.58153, 1.82206, -1.53024)  -0.43
C (-1.01556, 0.47388, -1.09083)  -0.23
C (-0.58316, -0.58536, -2.09512)  -0.60
C (0.35914, -0.12753, 1.19815)  0.24
N (2.20120, -1.21288, 1.99498)  -0.52
N (-0.82546, -1.00981, 1.70134)  -0.74
O (1.36516, -0.93857, 0.80646)  -0.39
H (1.12920, 2.48827, -0.25570)  0.21
H (-1.44314, 2.61640, -1.64395)  0.25
H (-0.06300, 1.82184, -2.54809)  0.23
H (-2.13193, 0.38382, -0.87371)  0.20
H (0.42444, -0.22399, -2.43600)  0.22
H (-1.31621, -0.52541, -2.90781)  0.23
H (-0.54519, -1.55410, -1.60375)  0.20
H (0.74658, 0.55040, 2.10446)  0.23
H (2.31279, -2.22316, 1.85460)  0.37
H (3.03617, -0.76480, 1.88403)  0.36
H (-1.31598, -1.49107, 1.00192)  0.44
H (-0.43209, -1.65629, 2.51357)  0.47
H (-1.57990, -0.41853, 2.27798)  0.46

Cartesian forces (eV/Å) of the 6 atoms listed first:
C 0.6 0.3 1.8
C -1.1 -1.0 -0.8
C -2.1 3.0 -4.6
C -2.2 -1.6 0.8
C 0.5 1.1 0.4
C 0.7 2.4 2.1



2.
The following is a DFT calculation (ωB97M-V/def2-TZVPD) of one molecule with the formula CH2ClOP in a non-equilibrium geometry.

Output
Structure (SMILES) ... O=C(P)Cl
LUMO (spin up / spin down) ... -1.219 / -1.219 eV
Energy relative to the best compared isomer or geometry (same formula, charge and spin) ... 89.4 kcal/mol
Orbital gap (spin up / spin down) ... 0.317 / 0.317 hartree

Each line ends with the natural charge from an NBO analysis.
Atoms and positions in Å:
C (-0.70793, 0.06540, 0.03891)  0.02
O (-1.01101, -1.48926, -0.23181)  -0.58
P (0.97031, 0.43887, 0.58779)  0.34
Cl (-1.95139, 1.07771, -0.27996)  0.17
H (1.53801, 0.82417, -0.49696)  -0.01
H (1.16201, -0.91688, 0.38203)  0.05

Force components x, y, z for each atom (eV/Å):
C -1.5 -9.6 -2.4
O 1.7 9.2 1.9
P -1.6 -1.2 3.8
Cl -0.6 0.8 0.0
H 1.2 1.3 -3.4
H 0.7 -0.5 0.1



3.
The following is a DFT calculation (ωB97M-V/def2-TZVPD) of one molecule with the formula C5H8FNO in a non-equilibrium geometry.

Output
Structure (SMILES) ... C=C[C@H](CF)ON=C
LUMO ... 0.867 eV
Energy relative to the best compared isomer or geometry (same formula, charge and spin) ... 147.2 kcal/mol
Orbital gap ... 0.385 hartree

Each line ends with the natural charge from an NBO analysis.
Atoms and positions in Å:
C (1.33262, -1.30583, 0.42751)  0.03
C (0.06694, -0.67029, -0.43373)  0.00
C (0.89992, 2.42785, 0.11880)  -0.15
C (-1.27148, -0.87318, 0.08832)  -0.23
C (-2.45350, -0.13101, 0.05011)  -0.40
H (1.06855, -2.42601, 0.56305)  0.17
H (1.50763, -0.67289, 1.37968)  0.21
H (0.21848, -1.20161, -1.31811)  0.21
H (0.81786, 3.09012, -0.84557)  0.20
H (1.07997, 2.86464, 1.26812)  0.20
H (-1.45096, -1.99873, -0.01743)  0.20
H (-2.23103, 0.94582, -0.32242)  0.21
H (-3.50319, -0.63306, 0.00272)  0.23
N (0.87730, 1.13763, 0.21022)  -0.17
O (0.48399, 0.53912, -0.90240)  -0.36
F (2.55689, -1.09257, -0.26888)  -0.38

Cartesian forces (eV/Å) of the 6 atoms listed first:
C -1.0 0.6 1.0
C 3.6 -1.8 0.8
C 1.0 0.5 2.6
C -4.7 -1.6 -1.0
C 2.7 -0.2 -1.5
H 1.0 1.8 -0.1



4.
The following is a DFT calculation (ωB97M-V/def2-TZVPD) of one molecule with the formula C6H11F3N2O in a non-equilibrium geometry.

Output
LUMO (spin up / spin down) ... 0.730 / -2.988 eV
Multiplicity ... 3
Orbital gap (spin up / spin down) ... 0.251 / 0.273 hartree

Each line ends with the natural charge from an NBO analysis.
Atoms and positions in Å:
C (-1.78816, 0.21435, 0.80810)  0.36
C (1.05335, 1.37040, 0.99603)  -0.61
C (2.01629, -0.67830, -0.20237)  -0.64
C (0.31190, 0.65784, -1.49920)  -0.63
C (-0.32446, -0.66247, 0.55776)  0.48
C (0.76333, 0.23523, -0.05371)  -0.07
N (-0.63812, -1.90087, -0.09566)  -0.84
N (-2.70866, 0.13833, -0.21914)  0.44
O (-2.13093, 0.76007, 1.78754)  -0.43
F (-0.09421, -0.91887, 1.92677)  -0.39
F (-2.41467, -0.07489, -1.52056)  -0.18
F (-3.77244, 1.02876, -0.13335)  -0.23
H (0.12232, 1.90968, 1.05307)  0.22
H (1.77742, 2.09949, 0.44514)  0.21
H (1.46461, 0.94090, 1.96310)  0.24
H (1.72862, -1.37636, -1.04853)  0.20
H (2.02082, -1.32202, 0.62852)  0.22
H (2.85309, -0.04456, -0.72296)  0.24
H (-0.43425, -0.05847, -1.82068)  0.24
H (1.18002, 0.83410, -2.10171)  0.22
H (-0.21846, 1.57379, -1.32980)  0.21
H (0.32494, -2.25448, -0.10271)  0.37
H (-1.09234, -2.47164, 0.68435)  0.38

Cartesian forces (eV/Å) of the 6 atoms listed first:
C 4.6 -3.6 -2.9
C 1.3 0.0 -2.2
C -1.1 1.2 -4.1
C -0.3 0.2 2.7
C -3.5 2.4 1.0
C 1.0 -1.2 0.4



5.
The following is a DFT calculation (ωB97M-V/def2-TZVPD) of C49H54N5Pt as an isolated structure in a non-equilibrium geometry.

Output
LUMO ... 1.757 eV
Total charge ... -1
Energy relative to the best compared isomer or geometry (same formula, charge and spin) ... 39.6 kcal/mol
Orbital gap ... 0.181 hartree

Each line ends with the Löwdin charge.
Atoms and positions in Å:
Pt (-0.44026, 0.66047, -0.65002)  1.18
C (0.40005, 6.66690, 1.47780)  -0.09
C (0.55665, 6.23201, 0.01589)  -0.19
C (0.85420, 4.77264, -0.12294)  -0.13
C (2.05675, 4.18596, -0.32008)  -0.13
C (3.38987, 4.84252, -0.48573)  -0.19
C (3.77544, 4.98395, -1.96415)  -0.09
C (1.80275, 2.76162, -0.42353)  -0.24
C (2.79929, 1.84152, -0.54311)  0.01
C (2.63257, 0.45894, -0.62295)  -0.24
C (3.81818, -0.39327, -0.74671)  -0.15
C (5.22683, 0.11602, -0.66682)  -0.19
C (5.60657, 0.49937, 0.77115)  -0.09
C (3.40815, -1.64934, -0.93555)  -0.08
C (1.90514, -1.68496, -0.81708)  -0.41
C (0.24478, -2.91040, -0.78451)  -0.29
C (-1.14416, -2.41244, -0.76576)  -0.19
N (-1.54778, -1.13397, -0.89033)  0.00
C (-2.92954, -1.21256, -0.99934)  -0.25
C (-3.80757, -0.15439, -1.04880)  0.06
C (-3.50388, 1.15958, -0.81015)  -0.25
N (-2.25244, 1.66508, -0.54561)  -0.02
C (-2.45023, 2.97750, -0.25789)  -0.23
C (-1.46355, 3.92916, -0.01403)  0.02
C (-0.12597, 3.70789, -0.13531)  -0.24
N (0.47408, 2.48924, -0.32964)  -0.04
C (-3.84319, 3.32008, -0.34431)  -0.15
C (-4.49946, 2.18379, -0.70889)  -0.15
C (-5.96231, 2.00733, -0.97762)  -0.20
C (-6.27606, 1.99621, -2.47955)  -0.09
C (-4.41884, 4.67887, -0.08505)  -0.20
C (-4.62687, 4.93594, 1.41289)  -0.09
C (-3.37123, -2.55943, -0.94743)  -0.15
C (-2.23644, -3.31936, -0.78350)  -0.14
C (-2.17341, -4.79827, -0.54310)  -0.19
C (-1.85761, -5.10609, 0.92627)  -0.08
C (-4.78401, -3.04697, -1.04374)  -0.20
C (-5.20225, -3.35010, -2.48757)  -0.09
N (1.50941, -0.23829, -0.67424)  0.04
C (4.32670, -2.78255, -1.26908)  -0.17
C (5.12289, -3.31178, -0.06705)  -0.07
H (0.19764, 7.73793, 1.54473)  0.07
H (1.30981, 6.44971, 2.03920)  0.07
H (-0.42122, 6.12729, 1.95114)  0.07
H (1.36228, 6.80636, -0.44677)  0.10
H (-0.35765, 6.46867, -0.53275)  0.11
H (4.15637, 4.25847, 0.02887)  0.10
H (3.37292, 5.83073, -0.02132)  0.10
H (3.82174, 4.00398, -2.43973)  0.07
H (4.74720, 5.47069, -2.07191)  0.07
H (3.03158, 5.58027, -2.49496)  0.07
H (3.80618, 2.22866, -0.55636)  0.08
H (5.34947, 0.97918, -1.32859)  0.11
H (5.91605, -0.65350, -1.01809)  0.10
H (4.90183, 1.22242, 1.18122)  0.06
H (6.61084, 0.92771, 0.81560)  0.07
H (5.58212, -0.38356, 1.41271)  0.06
H (0.15004, -4.00017, -0.89679)  0.10
H (-4.85068, -0.39674, -1.20325)  0.11
H (-1.78124, 4.93823, 0.20744)  0.09
H (-6.51711, 2.81871, -0.50154)  0.10
H (-6.31274, 1.07479, -0.52859)  0.10
H (-5.99642, 2.94845, -2.93270)  0.07
H (-7.34048, 1.82641, -2.65815)  0.06
H (-5.70982, 1.21002, -2.97930)  0.07
H (-5.37297, 4.77456, -0.60841)  0.10
H (-3.75736, 5.44500, -0.49707)  0.10
H (-5.26747, 4.16207, 1.83805)  0.07
H (-5.09074, 5.90946, 1.58995)  0.06
H (-3.67114, 4.90325, 1.93802)  0.07
H (-1.41720, -5.26537, -1.17765)  0.11
H (-3.13227, -5.24851, -0.81347)  0.10
H (-0.87696, -4.70732, 1.19152)  0.06
H (-1.85382, -6.18206, 1.11857)  0.07
H (-2.60038, -4.63729, 1.57518)  0.08
H (-5.46856, -2.31011, -0.61730)  0.10
H (-4.88914, -3.95532, -0.44591)  0.10
H (-5.13570, -2.45170, -3.10299)  0.07
H (-6.22838, -3.72428, -2.52786)  0.06
H (-4.54027, -4.10153, -2.92020)  0.07
H (5.04422, -2.41695, -2.01019)  0.11
H (3.76548, -3.58011, -1.74608)  0.09
H (5.74835, -2.51977, 0.35073)  0.06
H (5.77283, -4.13384, -0.37593)  0.07
H (4.46688, -3.67372, 0.72310)  0.06
N (1.13050, -2.37040, -1.80253)  0.04
C (1.26059, -2.57258, 0.36602)  -0.16
C (1.92346, -3.88975, 0.72724)  -0.15
C (2.22815, -4.82670, -0.26603)  -0.07
C (2.72703, -6.07898, 0.04860)  -0.08
C (2.89736, -6.45961, 1.37363)  -0.11
C (2.55706, -5.56457, 2.37289)  -0.09
C (2.08059, -4.29821, 2.05396)  -0.03
C (0.98272, -1.73460, 1.59358)  -0.18
C (-0.27750, -1.45451, 2.10939)  -0.03
C (-0.42258, -0.62243, 3.21548)  -0.09
C (0.68439, -0.06087, 3.82685)  -0.11
C (1.95091, -0.34877, 3.33244)  -0.08
C (2.09450, -1.17662, 2.23362)  -0.05
H (2.05127, -4.56237, -1.30203)  0.10
H (2.96514, -6.77038, -0.75167)  0.10
H (3.26734, -7.44775, 1.62010)  0.09
H (2.64847, -5.84945, 3.41470)  0.09
H (1.81845, -3.62103, 2.85403)  0.11
H (-1.15217, -1.91859, 1.67724)  0.10
H (-1.41683, -0.41212, 3.59211)  0.10
H (0.56786, 0.58897, 4.68597)  0.09
H (2.82924, 0.07543, 3.80600)  0.10
H (3.08672, -1.39367, 1.85344)  0.12

Cartesian forces (eV/Å) of the 6 atoms listed first:
Pt 0.1 -0.1 0.4
C 0.0 0.0 -0.1
C 0.0 -0.1 0.2
C 0.8 0.1 -0.1
C -0.4 0.7 0.2
C 0.0 0.0 -0.2



6.
The following is a DFT calculation (ωB97M-V/def2-TZVPD) of a 2-piece molecular cluster, C3H10NO2 overall in a non-equilibrium geometry.

Output
LUMO ... -3.176 eV
Total charge ... +1
Energy relative to the best compared isomer or geometry (same formula, charge and spin) ... 58.3 kcal/mol
Orbital gap ... 0.374 hartree

Each line ends with the natural charge from an NBO analysis.
Atoms and positions in Å:
C (0.12194, 1.12910, 0.94983)  -0.35
C (0.79636, -0.82533, -1.05917)  -0.14
C (0.03795, 0.48607, -1.11005)  0.20
N (-0.28277, -0.04718, 1.73569)  -0.73
O (0.16988, -1.77272, -0.20748)  -0.72
O (-1.27304, 0.32014, -1.39151)  -0.69
H (1.16757, 1.36933, 1.05929)  0.21
H (-0.54051, 1.97550, 1.03109)  0.22
H (1.80363, -0.66971, -0.67141)  0.21
H (0.87749, -1.22863, -2.07645)  0.21
H (0.56104, 1.30587, -1.58843)  0.21
H (-1.27876, -0.00541, 1.96693)  0.44
H (0.24186, -0.12247, 2.61315)  0.43
H (-0.10119, -0.90788, 1.12294)  0.47
H (-0.61392, -2.12784, -0.64257)  0.51
H (-1.68753, 1.12117, -1.73185)  0.51

Cartesian forces (eV/Å) of the 6 atoms listed first:
C 0.3 -0.6 -3.9
C 0.0 0.4 -0.6
C 0.2 0.8 3.6
N 0.0 -0.3 0.3
O -0.1 -0.1 0.1
O -0.1 -0.3 -0.3